14 unconnected molecules or ions with the total composition C20H13Cl53NO7P, computed with ωB97M-V/def2-TZVPD.

Positions of all 95 atoms, in Å:
Cl -5.502425 -1.409869 -1.078302
Cl 10.874142 -0.257479 -5.135913
Cl -7.318671 7.244297 1.586583
Cl 8.275432 -1.383051 -9.191777
Cl 3.944561 0.629368 -1.744580
Cl 9.620980 -2.559533 -6.399250
Cl -9.819440 5.623125 -4.622641
Cl -12.624256 6.127796 -4.036380
Cl 2.558897 -3.604408 -3.340385
Cl -8.053871 -1.711473 0.287289
Cl 1.108477 0.210597 -1.247950
Cl 6.513402 -5.247343 10.213896
Cl -9.362582 5.201597 1.246447
Cl 6.473623 -7.837186 -2.170905
Cl 6.318121 -8.595217 4.324241
Cl -7.145914 -3.760071 -1.568714
Cl 4.978155 0.505117 -4.418333
Cl 5.410164 -6.546619 6.180245
Cl 7.448730 -4.593761 7.537446
Cl 7.735566 -2.408536 -11.860598
Cl 8.172804 -7.137144 8.750953
Cl -4.106328 8.979180 -0.959282
Cl -0.254836 -4.187988 -2.884877
Cl 0.680492 -3.534405 -5.561327
Cl 7.739295 -4.216181 -9.580781
Cl 6.934239 -1.248403 0.590903
Cl -6.627618 4.677696 0.403305
Cl -8.269893 6.567782 -1.078472
Cl -7.988622 -1.161137 -2.568979
Cl 7.961609 -6.245015 4.814654
Cl -11.720558 3.420629 -4.601829
Cl 5.313628 3.387667 -4.209717
Cl -4.102599 7.171535 1.320534
Cl 4.113395 -1.816973 0.161109
Cl 1.969897 2.263926 -3.120830
Cl 9.923836 -2.472839 -3.506771
Cl 8.017543 -0.712724 -4.823281
Cl 4.206863 -8.545689 -3.851891
Cl 6.139202 -3.356952 -1.249465
Cl 5.118654 -5.785617 -3.726796
Cl 9.327135 -4.663764 9.758388
Cl -10.966384 4.714858 -2.107595
Cl 1.404566 -6.077788 -4.347820
Cl -3.566462 10.004665 1.709538
Cl 2.264715 -0.547829 -3.807946
Cl 5.774285 -3.712333 1.615221
Cl 10.237567 -3.064937 -10.528629
Cl 7.001821 1.853528 -6.015699
Cl 5.475413 -5.996283 3.323977
Cl 4.181186 2.225962 -6.624963
Cl -2.154257 3.084480 3.248924
Cl -1.604327 8.322779 0.372686
Cl 3.791712 -6.984751 -1.431919
P -4.735435 0.380074 1.633392
O -0.683123 1.139830 2.353829
O -6.648020 4.856049 3.662175
O -4.082276 3.076608 5.930137
O -5.497980 0.867117 2.929249
O -2.362059 1.841412 0.680466
O -2.440194 1.452077 5.416316
O 0.130627 2.384806 0.385341
N -2.229705 -0.458121 0.969119
C -5.347993 4.183651 3.911252
C 5.368685 1.993133 -5.317258
C 1.097263 -4.351050 -4.033634
C 5.740237 -2.533756 0.279462
C 7.865501 -5.410406 9.065139
C -7.894719 5.922803 0.539557
C 2.321875 0.639058 -2.480241
C -11.282595 4.971681 -3.842096
C -3.344896 8.619567 0.610962
C -0.906899 1.847035 1.049879
C 8.496998 -2.768149 -10.290353
C -7.172800 -2.010661 -1.232137
C -2.067297 1.222566 2.932383
C 9.609120 -1.500632 -4.966406
C 4.897750 -7.288393 -2.795329
C -2.353834 0.440797 4.352765
C -3.812359 1.630659 5.916678
C -5.399503 3.413778 5.378927
C -2.875766 0.788355 1.575365
C 6.291235 -6.845808 4.660819
H -5.374894 0.979239 0.456079
H -4.472131 4.991939 3.850206
H -3.798353 1.262702 7.052776
H -4.622449 0.975743 5.383704
H -6.430179 5.808638 3.439896
H -5.001525 -1.056885 1.500326
H -3.234672 -0.328417 4.321585
H -5.890939 4.207976 6.123725
H -2.355475 -1.294932 1.603526
H -2.624407 -0.646217 0.011637
H -1.368579 -0.197412 4.569182
H -6.168413 2.508242 5.361632
H -5.160887 3.452019 3.008228

Atoms 1-6, force components in eV/Å:
-0.30 -0.30 -0.45
-0.30 -0.27 0.03
-0.45 -0.13 -0.30
-0.04 -0.29 -0.46
-0.85 0.36 0.51
0.08 0.20 0.52

Calculated values
- LUMO: -0.0235 hartree
- HOMO energy: -9.6 eV
- Maximum force: 10.15 eV/Å
- Energy: -709738.433 eV

A single C4H10N2O molecule, computed with ωB97M-V/def2-TZVPD.

Positions of all 17 atoms, in Å:
O -1.731257 -1.180171 0.645845
N -0.427542 0.445215 -0.246363
N -0.725023 1.059751 -2.575136
C 1.700727 -0.226619 1.577157
C -0.663004 -0.606245 0.609094
C -1.364667 0.751159 -1.314760
C 0.512488 -1.158504 1.372481
H 1.396332 0.769837 1.910394
H -2.032392 1.569851 -1.062021
H 0.113479 1.226130 0.089580
H 0.228420 1.399303 -2.532110
H 2.291285 -0.029411 0.680621
H 0.861817 -2.040469 0.826113
H -0.719998 0.303863 -3.245875
H 2.363649 -0.615441 2.341965
H -1.965261 -0.150713 -1.419699
H 0.160948 -1.517537 2.342714

Atoms 1-6, force components in eV/Å:
-0.16 -0.14 -0.16
0.00 0.29 -0.02
0.25 0.08 -0.72
0.05 0.66 -0.06
-0.13 -0.34 -0.20
0.00 -0.37 -0.11

Calculated values
- LUMO: 0.0305 hartree
- HOMO energy: -9.5 eV
- Maximum force: 0.79 eV/Å
- Energy: -9338.033 eV
- Structure (SMILES): CCC(=O)NCN

A single C5H9NO molecule, computed with ωB97M-V/def2-TZVPD.

Positions of all 16 atoms, in Å:
O -0.976400 -0.036093 -0.895187
N 1.593665 -0.118587 3.045004
C 1.656393 -0.869044 -0.376422
C 0.583765 -0.782034 0.718399
C -0.524100 0.244683 0.392561
C 1.161580 -0.430953 2.019053
C -1.794686 1.033762 -1.273335
H -1.347118 0.163413 1.123650
H 2.468642 -1.541687 -0.082394
H 2.073047 0.123288 -0.564019
H 0.141910 -1.786440 0.833728
H -1.958717 0.933772 -2.350955
H 1.213017 -1.242340 -1.302861
H -1.273731 1.963671 -0.923001
H -0.257845 1.346623 0.380592
H -2.759422 0.997966 -0.744814

Atoms 1-6, force components in eV/Å:
-0.09 -0.16 0.01
-0.35 -0.30 -0.91
0.07 0.09 -0.03
0.00 0.14 0.03
0.10 0.10 0.28
0.42 0.32 0.93

Calculated values
- LUMO: 0.0306 hartree
- HOMO energy: -10.4 eV
- Maximum force: 1.51 eV/Å
- Energy: -8867.453 eV
- Structure (SMILES): COC[C@@H](C)C#N

A molecular structure, C5H7F2N2O2, computed with ωB97M-V/def2-TZVPD.

Positions of all 18 atoms, in Å:
F -2.761620 0.152920 -1.876330
F -1.182070 1.381476 0.560800
O 0.579373 -2.254592 -1.493911
O -0.629604 -2.293902 0.280528
N 1.833261 2.373276 1.138256
N 0.084472 -1.687465 -0.520855
C 0.879337 0.357973 -1.656848
C 0.139247 -0.263573 -0.497737
C -0.034262 0.536077 0.763138
C 1.069137 1.527981 0.943494
C -0.277093 -0.158101 2.099164
H -1.287050 -0.576335 2.099585
H 0.466745 -0.016759 -2.606607
H 0.815088 1.450795 -1.568489
H -1.939597 -0.238120 -1.158477
H -0.159897 0.575332 2.907781
H 0.462349 -0.955365 2.236216
H 1.942184 0.088382 -1.649709

Atoms 1-6, force components in eV/Å:
3.45 -1.85 3.13
0.01 0.33 0.28
0.74 -0.46 -0.39
-0.08 -0.65 1.19
-0.37 -0.80 -0.17
-0.96 2.38 -0.56

Calculated values
- LUMO: 0.1382 hartree
- Total charge: -1
- HOMO energy: -4.3 eV
- Maximum force: 5.02 eV/Å
- Energy: -17806.509 eV

A single C9H14N2O7 molecule, computed with ωB97M-V/def2-TZVPD.

Positions of all 32 atoms, in Å:
O -1.224891 0.936666 1.841060
O -2.221272 2.726693 0.830747
O 1.330512 -2.151145 -0.627683
O 1.073580 2.379834 0.109275
O 0.828772 -1.875280 1.647989
O -1.132397 -2.449456 -0.626927
O -1.879705 -1.713083 1.316939
N 0.143189 0.459462 -0.645421
N 3.710980 1.257380 -0.080151
C -1.910897 -1.693058 -0.033516
C 2.707579 -0.765983 0.630782
C -2.867785 -0.688869 -0.568471
C 1.180016 1.176533 -0.259587
C -2.315131 0.581570 -1.296580
C 1.456916 -1.714116 0.622699
C -1.523176 1.731585 0.759777
C 2.543895 0.420186 -0.310331
C -1.133462 1.219515 -0.669835
H -1.781241 1.378110 2.621467
H 0.289704 -0.460630 -0.912747
H 2.703607 -0.018780 -1.256602
H -2.006965 0.198071 -2.330767
H -3.447235 -0.513182 0.373005
H -3.565829 -1.234783 -1.308406
H -0.959404 -1.930787 1.609636
H 3.617419 1.910466 0.768946
H 3.696508 -1.401501 0.099403
H 2.825784 -0.425373 1.708122
H -1.040392 2.174328 -1.164227
H 0.444509 -2.686722 -0.715699
H -3.151090 1.216862 -1.309386
H 3.607900 1.955501 -0.823503

Atoms 1-6, force components in eV/Å:
-1.78 2.31 0.85
0.83 -1.18 0.29
-2.11 -1.80 0.45
0.45 -2.82 -0.82
-0.68 -0.75 -1.13
-1.68 1.04 -0.59

Calculated values
- LUMO: 0.0160 hartree
- HOMO energy: -9.9 eV
- Maximum force: 4.12 eV/Å
- Energy: -26873.001 eV
- Structure (SMILES): N[C@@H](CC(=O)O)C(=O)N[C@@H](CCC(=O)O)C(=O)O

3 unconnected molecules or ions with the total composition C2H5N3O2, computed with ωB97M-V/def2-TZVPD.

Positions of all 12 atoms, in Å:
O 1.891958 -2.105207 -0.072572
O 2.042783 -0.531169 -1.726113
N 0.474145 2.063944 0.761858
N -1.325624 -1.208256 1.736816
N -0.523165 1.762397 -1.516011
C 2.022917 -1.306790 -0.849198
C -0.010581 1.921681 -0.321190
H 0.084779 1.299087 -2.237554
H -0.695757 -1.897318 2.051786
H -0.616765 -0.727179 1.270664
H -1.842748 -0.764722 2.477019
H -1.501940 1.493533 -1.575502

Atoms 1-6, force components in eV/Å:
-0.03 -2.71 3.12
0.37 -0.18 0.68
-1.76 -0.48 -3.91
-0.94 -1.28 -0.60
0.02 -0.88 -2.43
-0.40 2.97 -3.78

Calculated values
- LUMO: 0.0094 hartree
- HOMO energy: -9.9 eV
- Maximum force: 5.51 eV/Å
- Energy: -10720.160 eV
- Structure (SMILES): O=C=O.N#CN.N

Number 1: HOMO-LUMO gap 0.3283 Eh. Number 2: HOMO-LUMO gap 0.3779 Eh. Number 3: HOMO-LUMO gap 0.4139 Eh. Number 4: HOMO-LUMO gap 0.2967 Eh. Number 5: HOMO-LUMO gap 0.3802 Eh. Number 6: HOMO-LUMO gap 0.3742 Eh.